Record 1
Entry from the OMol25 dataset: a single C7H9N molecule (wB97M-V/def2-TZVPD).

Last column: Mulliken charge in e.
Positions of all 17 atoms, in Å:
1 C 0.83 -1.12 -2.45  -0.973
2 C 0.85 -0.89 -1.15  -0.121
3 C 0.19 0.13 -0.36  0.167
4 N -0.50 1.21 -0.90  -0.058
5 C -1.29 1.84 0.04  -0.526
6 C -1.18 1.07 1.18  -0.548
7 C -0.16 0.07 0.98  0.755
8 C 0.49 -0.73 2.06  -1.237
9 H 0.23 -0.64 -3.19  0.243
10 H 1.46 -1.89 -2.88  0.247
11 H 1.41 -1.58 -0.48  0.074
12 H -0.53 1.33 -1.94  0.237
13 H -2.00 2.62 -0.18  0.391
14 H -1.58 1.21 2.19  0.378
15 H 1.30 -1.38 1.80  0.407
16 H 0.73 0.09 2.72  0.281
17 H -0.26 -1.35 2.56  0.283

Summary:
SMILES string = C=Cc1[nH]ccc1C
E_LUMO = 1.03 eV
Frontier orbital gap = 8.76 eV
Spin multiplicity = 1


Record 2
Entry from the OMol25 dataset: 2 unconnected molecules or ions with the total composition C6H7INO2S (wB97M-V/def2-TZVPD).

Last column: Mulliken charge in e.
Positions of all 18 atoms, in Å:
1 C 2.33 -0.40 0.69  0.058
2 C 2.26 0.26 -0.68  0.650
3 C 1.13 -0.45 2.89  -0.782
4 C -1.25 -0.21 0.38  -0.095
5 C -1.86 0.45 -1.93  -1.379
6 C -0.72 0.26 -0.90  -0.253
7 N 1.74 -0.42 1.75  -0.093
8 O 2.70 1.43 -0.60  -0.685
9 O 1.85 -0.42 -1.62  -0.695
10 S -1.14 0.57 1.82  -0.177
11 I -2.36 -2.12 0.32  -0.057
12 H 0.54 -1.26 3.24  0.387
13 H 1.20 0.42 3.55  0.325
14 H -2.39 -0.38 -2.26  0.434
15 H -1.31 0.53 -2.92  0.344
16 H -2.63 1.21 -1.61  0.295
17 H -0.08 1.12 -0.88  0.360
18 H -0.02 -0.59 -1.22  0.365

Summary:
E_LUMO = 2.52 eV
Charge = -1
Frontier orbital gap = 6.36 eV
Spin multiplicity = 1


Record 3
Entry from the OMol25 dataset: 3 unconnected molecules or ions with the total composition C32H48BrF9N2O13PS4 (wB97M-V/def2-TZVPD).

Last column: Mulliken charge in e.
Positions of all 110 atoms, in Å:
1 C -0.66 1.38 6.19  -1.262
2 C 0.43 1.89 5.07  -0.386
3 C 0.23 1.18 3.66  -0.789
4 N -1.02 1.30 2.85  1.358
5 C -1.32 0.13 1.93  -0.681
6 F -2.77 -0.11 2.08  -0.418
7 C -0.93 -1.34 2.44  -1.931
8 C 0.57 -1.86 2.40  -0.220
9 C 0.92 -3.02 1.35  -0.580
10 C 2.26 -3.84 1.67  0.837
11 F 1.90 -5.24 1.62  -0.307
12 F 2.90 -3.50 2.89  -0.294
13 C 3.38 -3.67 0.51  0.500
14 F 2.86 -3.83 -0.79  -0.143
15 F 4.07 -2.42 0.68  -0.250
16 F 4.41 -4.66 0.65  -0.259
17 C -0.88 0.36 0.40  0.151
18 O 0.58 0.53 0.45  -0.285
19 P -1.23 -1.18 -0.58  0.444
20 O -2.81 -1.77 -0.63  -0.593
21 O -0.15 -1.66 -1.77  -0.452
22 C -1.41 1.71 -0.31  1.205
23 C -0.20 2.47 -1.06  -1.583
24 C -2.50 1.49 -1.50  -0.240
25 C -1.95 1.17 -2.95  -0.466
26 O -1.90 0.01 -3.47  -0.337
27 Br -1.38 2.57 -4.29  -0.112
28 C -2.16 2.59 0.82  -1.416
29 N -3.61 2.19 0.80  -0.728
30 C -4.43 3.15 0.55  0.383
31 S -5.32 4.56 0.49  -0.125
32 C -1.43 2.65 2.27  0.004
33 C -2.55 3.31 3.26  0.162
34 F -2.10 3.58 4.57  -0.101
35 F -3.01 4.58 2.79  -0.224
36 F -3.70 2.54 3.51  -0.234
37 S -0.15 3.99 2.11  1.334
38 C 1.64 3.57 2.01  -0.376
39 O -0.21 5.12 3.15  -0.616
40 O -0.30 4.91 0.88  -0.663
41 O 0.75 3.27 5.13  -0.174
42 C 1.57 3.61 6.28  -0.743
43 C 3.06 4.04 5.84  0.631
44 C 4.35 3.39 6.46  -0.506
45 C 5.77 3.83 6.04  -0.366
46 C 6.02 4.95 4.99  -0.452
47 C 4.75 5.62 4.37  -0.509
48 C 3.30 5.17 4.78  -0.282
49 H -1.05 2.27 6.82  0.326
50 H -1.58 0.89 5.73  0.325
51 H -0.20 0.65 6.94  0.377
52 H 1.40 1.40 5.50  0.841
53 H 0.20 0.11 4.14  0.206
54 H 1.19 1.08 3.02  0.151
55 H -1.74 1.14 3.61  0.779
56 H -1.60 -2.18 2.01  0.612
57 H -1.25 -1.34 3.56  0.619
58 H 1.39 -1.05 2.28  0.073
59 H 0.80 -2.31 3.44  0.508
60 H 1.13 -2.48 0.35  -0.014
61 H 0.00 -3.69 1.20  0.278
62 H 1.01 0.10 -0.32  0.605
63 H -3.47 -1.18 -0.18  0.386
64 H -0.45 -2.54 -2.12  0.319
65 H 0.39 1.78 -1.79  0.363
66 H -0.70 3.35 -1.62  0.457
67 H 0.58 2.94 -0.40  0.120
68 H -2.97 2.54 -1.66  0.770
69 H -3.29 0.69 -1.27  0.318
70 H -2.27 3.64 0.34  1.693
71 H 1.83 2.63 1.35  0.044
72 H 2.17 3.37 3.00  0.074
73 H 2.25 4.41 1.49  0.473
74 H 1.57 2.82 7.11  0.464
75 H 1.10 4.55 6.75  0.294
76 H 4.23 2.57 7.26  0.255
77 H 6.68 3.31 6.51  0.304
78 H 7.06 5.30 4.66  0.333
79 H 4.94 6.45 3.62  0.329
80 H 2.45 5.74 4.27  0.405
81 O -5.41 -3.95 -4.74  -0.657
82 S -4.84 -2.71 -5.22  1.204
83 O -5.52 -1.45 -5.08  -0.615
84 O -4.41 -2.90 -6.77  -0.252
85 C -5.39 -3.38 -7.69  -0.366
86 C -6.34 -2.28 -8.12  -0.984
87 C -3.20 -2.55 -4.57  -0.774
88 H -5.94 -4.23 -7.27  0.336
89 H -4.85 -3.74 -8.57  0.271
90 H -6.97 -1.96 -7.29  0.292
91 H -6.99 -2.62 -8.93  0.386
92 H -5.79 -1.40 -8.46  0.262
93 H -2.66 -3.48 -4.74  0.401
94 H -3.29 -2.35 -3.50  0.150
95 H -2.71 -1.71 -5.06  0.358
96 O 2.88 -2.29 -5.85  -0.640
97 S 3.02 -3.65 -6.31  1.249
98 O 1.91 -4.40 -6.82  -0.607
99 O 3.75 -4.52 -5.15  -0.274
100 C 3.20 -4.51 -3.84  -0.203
101 C 2.00 -5.43 -3.73  -1.020
102 C 4.34 -3.71 -7.49  -0.948
103 H 2.94 -3.49 -3.54  0.254
104 H 3.98 -4.86 -3.16  0.227
105 H 1.16 -5.05 -4.32  0.240
106 H 1.67 -5.51 -2.69  0.402
107 H 2.24 -6.42 -4.11  0.303
108 H 5.21 -3.20 -7.08  0.315
109 H 4.00 -3.21 -8.39  0.375
110 H 4.57 -4.76 -7.71  0.324

Summary:
E_LUMO = -3.56 eV
Charge = +1
Frontier orbital gap = 6.49 eV
Spin multiplicity = 1


Record 4
Entry from the OMol25 dataset: a molecular structure, C5H5LiO (wB97M-V/def2-TZVPD).

Last column: Löwdin spin population.
Positions of all 12 atoms, in Å:
1 C 0.97 -0.60 -1.24  0.134
2 C -0.05 -0.13 -0.39  0.285
3 C 1.38 -0.58 0.62  0.095
4 O 1.99 0.31 1.18  0.155
5 Li 1.69 2.10 1.26  0.002
6 H 1.76 0.02 -1.66  0.010
7 H 0.77 -1.58 -1.69  0.029
8 H 1.38 -1.60 1.04  -0.001
9 C -1.28 0.12 -0.07  -0.062
10 C -2.51 0.55 0.24  0.332
11 H -3.00 0.22 1.16  0.011
12 H -3.09 1.17 -0.45  0.010

Summary:
Expectation value of S² = 0.8538
E_LUMO (spin up / spin down) = -4.38 / -5.51 eV
Charge = +1
Frontier orbital gap (spin up / spin down) = 7.96 / 6.94 eV
Spin multiplicity = 2


Record 5
Entry from the OMol25 dataset: 2 unconnected molecules or ions with the total composition C10H8FN2O5S (wB97M-V/def2-TZVPD).

Last column: Mulliken charge in e.
Positions of all 27 atoms, in Å:
1 O 1.50 -0.39 -0.14  -0.462
2 C 1.51 0.73 -0.52  0.176
3 O 2.67 1.35 -0.87  -0.053
4 N 2.42 2.37 -1.85  -0.495
5 C 3.07 3.40 -1.63  0.672
6 S 3.89 4.67 -1.36  -0.247
7 C 0.26 1.57 -0.59  0.681
8 C -0.79 1.18 -1.41  -0.312
9 C -1.93 1.94 -1.42  -0.455
10 N -2.01 3.03 -0.65  0.020
11 C -1.02 3.44 0.15  -0.492
12 C 0.15 2.71 0.21  -0.178
13 H -0.71 0.30 -2.03  0.484
14 H -2.78 1.69 -2.05  0.421
15 H -2.87 3.57 -0.67  0.283
16 H -1.16 4.34 0.73  0.418
17 H 0.96 3.02 0.85  0.525
18 C 0.56 -3.57 1.66  -0.318
19 C -0.07 -4.41 0.56  0.342
20 O -1.37 -4.65 1.08  -0.310
21 C -1.69 -3.62 1.91  0.650
22 O -2.77 -3.37 2.30  -0.489
23 O -0.57 -2.90 2.20  -0.322
24 F 0.57 -5.58 0.37  -0.274
25 H 1.02 -4.21 2.42  0.276
26 H 1.29 -2.86 1.29  0.215
27 H -0.16 -3.90 -0.40  0.242

Summary:
E_LUMO = -5.22 eV
Charge = +1
Frontier orbital gap = 8.06 eV
Spin multiplicity = 1


Record 6
Entry from the OMol25 dataset: a molecular structure, C14H46F3O12Y (wB97M-V/def2-TZVPD).

Last column: Mulliken charge in e.
Positions of all 76 atoms, in Å:
1 Y 5.17 6.27 34.89  2.048
2 C 5.58 5.90 31.33  0.240
3 O 4.70 4.83 31.10  -0.580
4 O 5.65 5.94 32.74  -0.184
5 C 6.89 5.76 30.49  0.366
6 F 7.13 4.46 30.23  -0.326
7 F 6.69 6.36 29.31  -0.221
8 F 7.97 6.28 31.05  -0.173
9 C 4.09 4.63 29.81  0.860
10 C 2.92 3.65 29.97  -0.579
11 H 3.12 2.84 30.67  -0.208
12 H 2.00 4.15 30.26  0.156
13 H 2.82 3.14 29.01  0.200
14 H 4.76 4.23 29.04  -0.657
15 H 3.65 5.53 29.39  0.246
16 H 5.10 6.84 31.02  0.564
17 C 4.51 7.42 26.85  -0.262
18 O 4.97 8.70 26.44  -0.547
19 H 4.15 7.53 27.88  0.063
20 H 3.75 6.93 26.25  0.354
21 H 5.40 6.78 26.87  0.079
22 H 5.37 8.57 25.57  0.319
23 C 1.06 1.56 33.00  -0.333
24 O 1.96 0.47 32.85  -0.475
25 H 0.83 1.69 34.06  0.289
26 H 1.55 2.45 32.59  -0.067
27 H 0.10 1.38 32.51  0.309
28 H 1.44 -0.33 32.79  0.304
29 C 8.75 3.96 33.07  -0.299
30 O 8.85 2.63 33.52  -0.522
31 H 9.38 4.62 33.68  0.366
32 H 8.98 4.02 32.00  0.208
33 H 7.69 4.26 33.13  -0.092
34 H 9.74 2.29 33.40  0.321
35 C 3.77 1.33 27.22  -0.695
36 O 4.72 0.96 28.23  -0.363
37 H 3.87 2.42 27.09  0.168
38 H 4.01 0.83 26.28  0.351
39 H 2.75 1.16 27.57  0.354
40 H 5.60 1.11 27.87  0.233
41 C 2.76 -1.02 30.06  -0.275
42 O 1.59 -1.39 29.33  -0.547
43 H 3.64 -1.26 29.46  0.315
44 H 2.71 0.05 30.28  -0.088
45 H 2.79 -1.57 31.00  0.289
46 H 1.85 -2.00 28.64  0.314
47 C 5.85 1.44 31.72  -0.344
48 O 5.74 2.60 32.58  -0.551
49 H 6.85 1.45 31.28  0.214
50 H 5.57 0.48 32.14  0.365
51 H 5.13 1.65 30.92  -0.050
52 H 5.45 3.35 32.06  0.373
53 C 9.07 8.68 33.50  -0.201
54 O 8.05 9.66 33.32  -0.518
55 H 9.51 8.58 34.50  0.331
56 H 8.56 7.75 33.24  -0.154
57 H 9.90 8.88 32.82  0.228
58 H 8.46 10.51 33.55  0.316
59 C 1.37 6.68 31.03  -0.092
60 O 1.21 8.00 30.52  -0.504
61 H 0.71 6.46 31.89  0.401
62 H 0.95 6.02 30.28  0.208
63 H 2.43 6.50 31.24  -0.215
64 H 1.67 8.59 31.12  0.289
65 C 9.98 8.83 29.61  -0.379
66 O 11.31 9.21 30.02  -0.537
67 H 9.78 7.80 29.90  -0.017
68 H 9.29 9.50 30.13  0.247
69 H 9.91 8.94 28.53  0.374
70 H 11.44 10.09 29.66  0.319
71 C 6.65 3.92 26.62  -0.499
72 O 6.94 3.17 27.80  -0.493
73 H 7.39 4.69 26.43  0.304
74 H 6.62 3.20 25.81  0.293
75 H 5.63 4.30 26.73  0.118
76 H 7.07 3.63 28.62  0.350

Summary:
E_LUMO = -11.63 eV
Charge = +2
Frontier orbital gap = 1.58 eV
Spin multiplicity = 1


Record 7
Entry from the OMol25 dataset: a molecular structure, C31H34MnN7O3SSi2 (wB97M-V/def2-TZVPD).

Last column: Löwdin spin population.
Positions of all 79 atoms, in Å:
1 Mn -0.93 1.00 0.05  0.993
2 S -0.65 -0.02 2.20  0.002
3 C -0.56 1.72 2.60  0.006
4 C -0.57 2.30 3.84  -0.001
5 C -0.54 3.69 3.90  0.009
6 C -0.51 4.43 2.72  -0.001
7 C -0.53 3.76 1.52  0.004
8 N -0.55 2.42 1.45  -0.009
9 H -0.62 1.70 4.74  0.000
10 H -0.55 4.20 4.86  0.000
11 H -0.49 5.51 2.74  0.000
12 H -0.53 4.29 0.58  0.000
13 O 4.33 3.59 -3.75  0.000
14 N 3.26 3.77 -4.29  0.000
15 O 3.06 4.40 -5.30  0.000
16 C 2.05 3.39 -3.51  0.000
17 C 0.96 4.16 -3.68  -0.001
18 C -0.23 3.89 -2.94  0.000
19 C -1.40 4.67 -3.04  -0.001
20 C -2.49 4.34 -2.27  0.000
21 C -2.42 3.24 -1.42  -0.006
22 N -1.33 2.47 -1.31  -0.010
23 C -0.25 2.82 -2.05  0.000
24 C 0.93 2.01 -1.88  -0.001
25 N 0.81 1.00 -0.97  -0.007
26 C 1.85 0.20 -0.79  0.009
27 C 3.04 0.35 -1.50  0.000
28 C 3.18 1.38 -2.40  0.006
29 C 2.09 2.26 -2.60  -0.002
30 H 1.00 4.98 -4.38  0.000
31 H -1.43 5.52 -3.71  0.000
32 H -3.40 4.92 -2.31  0.000
33 H -3.27 2.96 -0.80  -0.002
34 H 1.73 -0.59 -0.06  0.001
35 H 3.85 -0.34 -1.33  0.000
36 H 4.10 1.52 -2.94  0.000
37 C 0.01 -3.82 -1.25  0.000
38 Si -0.31 -3.68 0.57  0.000
39 C -1.40 -4.95 1.34  0.000
40 C 1.26 -3.37 1.53  0.000
41 C 1.99 -4.55 1.29  0.000
42 C 3.25 -4.77 1.83  0.000
43 C 3.81 -3.80 2.64  0.000
44 C 3.10 -2.64 2.89  0.000
45 C 1.83 -2.39 2.36  0.000
46 Si 1.27 -0.77 3.13  0.002
47 C 2.52 0.58 2.82  0.001
48 C 0.84 -0.98 4.92  0.000
49 H 0.89 -4.44 -1.44  0.000
50 H 0.23 -2.84 -1.68  0.000
51 H -0.82 -4.27 -1.80  0.000
52 H -0.81 -5.71 1.84  0.000
53 H -2.05 -5.45 0.62  0.000
54 H -2.03 -4.48 2.11  0.000
55 H 1.58 -5.34 0.67  0.000
56 H 3.77 -5.70 1.63  0.000
57 H 4.79 -3.95 3.08  0.000
58 H 3.57 -1.90 3.54  0.000
59 H 3.34 0.48 3.53  0.000
60 H 2.09 1.57 2.97  0.000
61 H 2.95 0.53 1.82  0.000
62 H 1.63 -1.57 5.39  0.000
63 H -0.09 -1.52 5.05  0.000
64 H 0.79 -0.03 5.45  0.000
65 C -4.73 -1.98 -2.95  0.000
66 N -3.67 -1.70 -1.99  0.001
67 C -3.25 -2.58 -0.93  0.001
68 C -2.10 -1.80 -0.35  0.005
69 O -1.35 -2.24 0.57  0.003
70 N -1.99 -0.60 -0.92  0.000
71 C -2.92 -0.61 -1.96  -0.001
72 N -3.02 0.38 -2.82  0.000
73 H -5.06 -3.01 -2.81  0.000
74 H -4.36 -1.89 -3.97  0.000
75 H -5.58 -1.32 -2.79  0.000
76 H -2.94 -3.56 -1.30  0.000
77 H -4.03 -2.73 -0.17  0.000
78 H -2.36 1.14 -2.78  0.000
79 H -3.65 0.32 -3.61  0.000

Summary:
Expectation value of S² = 1.0679
E_LUMO (spin up / spin down) = -8.42 / -8.42 eV
Charge = +3
Frontier orbital gap (spin up / spin down) = 8.22 / 8.22 eV
Spin multiplicity = 2


Record 8
Entry from the OMol25 dataset: 5 unconnected molecules or ions with the total composition C8H24BrO4 (wB97M-V/def2-TZVPD).

Last column: Mulliken charge in e.
Positions of all 37 atoms, in Å:
1 Br -0.51 0.72 1.15  -0.810
2 C -4.97 -2.53 0.87  -1.284
3 C -3.73 -1.79 0.40  0.443
4 O -3.44 -0.81 1.41  -0.473
5 H -5.21 -3.28 0.11  0.364
6 H -5.82 -1.86 1.01  0.310
7 H -4.72 -3.06 1.79  0.318
8 H -3.97 -1.32 -0.56  0.250
9 H -2.87 -2.46 0.28  -0.155
10 H -2.62 -0.35 1.16  0.204
11 C 3.09 0.23 -0.57  -0.791
12 C 3.41 0.27 0.94  -0.223
13 O 2.55 -0.57 1.71  -0.496
14 H 3.86 0.81 -1.08  0.366
15 H 2.14 0.72 -0.75  0.120
16 H 3.13 -0.82 -0.88  0.256
17 H 3.37 1.30 1.32  0.220
18 H 4.43 -0.01 1.22  0.323
19 H 1.66 -0.52 1.33  0.135
20 C -0.18 -3.92 -0.71  -1.156
21 C 0.45 -2.62 -0.33  0.037
22 O 0.16 -1.63 -1.30  -0.553
23 H -1.27 -3.99 -0.63  0.210
24 H 0.14 -4.63 0.05  0.302
25 H 0.06 -4.31 -1.70  0.323
26 H 1.51 -2.61 -0.06  0.266
27 H -0.02 -2.24 0.59  0.260
28 H -0.24 -0.84 -0.91  0.274
29 C 1.78 5.44 -0.53  -1.092
30 C 0.84 4.26 -0.89  0.183
31 O -0.25 4.11 0.00  -0.505
32 H 2.07 5.55 0.52  0.319
33 H 1.21 6.31 -0.86  0.275
34 H 2.66 5.41 -1.18  0.326
35 H 1.40 3.32 -0.96  0.016
36 H 0.43 4.53 -1.86  0.200
37 H -0.54 3.20 -0.10  0.240

Summary:
E_LUMO = 3.33 eV
Charge = -1
Frontier orbital gap = 8.65 eV
Spin multiplicity = 1


E
In order: -8893.87595; -30854.67783; -210665.10043; -7507.14173; -37260.87802; -49003.57164; -107161.29353; -86919.80713
Unit: eV
ΔE to the lowest compared entry with this formula, charge and spin
In order: 123.55; 153.22; 1257.53; 62.24; 10.93; 0.00; 0.00; 74.67
Unit: kJ/mol